(1)
Entry from the OMol25 dataset: a molecular structure, C22H35F3N7Na (wB97M-V/def2-TZVPD).

Summary:
HOMO energy = -7.12 eV
Kohn-Sham gap = 7.28 eV

Atoms and positions in Å:
H (4.161, 0.880, 0.181)
C (-2.411, -0.104, 0.720)
H (2.254, 0.000, 2.728)
H (-1.371, 2.860, -0.078)
H (0.314, -2.047, -4.435)
N (2.300, -1.059, -1.871)
H (0.811, -3.016, -3.043)
H (-2.529, 1.628, -1.760)
F (1.322, -3.199, 1.564)
C (-4.377, -1.310, 0.114)
H (-4.251, -0.048, 1.852)
H (-2.404, 4.561, -1.340)
H (0.520, 1.533, 3.186)
F (-0.524, -3.195, 0.430)
C (-3.737, -0.435, 0.983)
C (-1.547, 0.742, 1.625)
C (-2.170, 3.046, -3.396)
C (0.725, 1.410, 2.117)
N (-0.508, 2.109, -1.828)
C (-0.728, 3.214, -0.888)
H (0.754, 2.410, 1.667)
N (-0.302, 0.664, 1.421)
C (-1.438, -2.097, -2.171)
H (2.878, 1.515, 2.081)
H (-2.048, 2.829, -4.460)
H (-2.529, -3.965, -2.032)
Na (0.373, -0.186, -0.750)
C (3.537, 0.004, -0.016)
C (3.368, -0.133, -1.539)
C (0.485, 2.536, -2.821)
H (-5.407, -1.589, 0.294)
H (2.426, -1.977, -1.456)
H (2.651, -1.606, -3.916)
H (-0.782, -4.103, -2.063)
F (1.370, -3.540, -0.592)
H (3.094, 0.846, -1.947)
H (-4.164, -2.578, -1.609)
N (-1.799, -0.585, -0.351)
C (-2.368, -1.463, -1.158)
H (0.695, 4.700, -3.129)
C (2.114, 0.747, 1.937)
H (0.239, 3.475, -0.450)
H (-1.559, 2.303, 3.112)
H (-0.829, 5.348, -1.404)
H (1.692, -0.154, -3.634)
C (1.887, -1.163, -3.258)
C (-1.629, -3.556, -2.484)
H (-1.653, -3.729, -3.560)
H (-3.093, 2.096, 2.259)
H (-2.605, 0.932, 3.485)
N (2.232, 0.166, 0.610)
H (-3.213, 3.327, -3.238)
C (0.056, 3.880, -3.461)
C (-1.359, 4.420, -1.629)
H (0.560, 1.743, -3.568)
H (-1.649, 0.918, -3.109)
C (-2.234, 1.569, 2.679)
N (-0.472, -1.396, -2.602)
C (0.605, -1.996, -3.380)
C (0.783, -2.667, 0.399)
H (0.113, 3.838, -4.551)
H (1.812, -0.773, 0.658)
H (4.342, -0.402, -1.979)
H (4.078, -0.870, 0.372)
C (-3.688, -1.861, -0.956)
C (-1.773, 1.829, -2.522)
H (1.458, 2.617, -2.330)
N (-1.321, 4.196, -3.075)

So, what does the natural (NBO) scheme give us? The charges, in e, come out as: number 1, H, carries 0.191; number 2, C, carries 0.163; number 3, H, carries 0.181; number 4, H, carries 0.199; number 5, H, carries 0.202; number 6, N, carries -0.681; number 7, H, carries 0.210; number 8, H, carries 0.198; number 9, F, carries -0.416; number 10, C, carries -0.163; number 11, H, carries 0.220; number 12, H, carries 0.196; number 13, H, carries 0.186; number 14, F, carries -0.437; number 15, C, carries -0.232; number 16, C, carries 0.289; number 17, C, carries -0.255; number 18, C, carries -0.249; number 19, N, carries -0.446; number 20, C, carries -0.252; number 21, H, carries 0.199; number 22, N, carries -0.407; number 23, C, carries 0.326; number 24, H, carries 0.188; number 25, H, carries 0.197; number 26, H, carries 0.224; number 27, Na, carries 0.788; number 28, C, carries -0.212; number 29, C, carries -0.204; number 30, C, carries -0.257; number 31, H, carries 0.220; number 32, H, carries 0.406; number 33, H, carries 0.170; number 34, H, carries 0.273; number 35, F, carries -0.467; number 36, H, carries 0.178; number 37, H, carries 0.222; number 38, N, carries -0.421; number 39, C, carries 0.185; number 40, H, carries 0.197; number 41, C, carries -0.207; number 42, H, carries 0.197; number 43, H, carries 0.230; number 44, H, carries 0.201; number 45, H, carries 0.182; number 46, C, carries -0.203; number 47, C, carries -0.705; number 48, H, carries 0.223; number 49, H, carries 0.227; number 50, H, carries 0.238; number 51, N, carries -0.724; number 52, H, carries 0.200; number 53, C, carries -0.255; number 54, C, carries -0.255; number 55, H, carries 0.200; number 56, H, carries 0.223; number 57, C, carries -0.700; number 58, N, carries -0.455; number 59, C, carries -0.260; number 60, C, carries 0.487; number 61, H, carries 0.202; number 62, H, carries 0.402; number 63, H, carries 0.168; number 64, H, carries 0.176; number 65, C, carries -0.224; number 66, C, carries -0.261; number 67, H, carries 0.201; number 68, N, carries -0.416


(2)
Entry from the OMol25 dataset: 2 unconnected molecules or ions with the total composition C7H13ClN (wB97M-V/def2-TZVPD).

Summary:
Total charge = +1
HOMO energy = -12.81 eV
Kohn-Sham gap = 8.18 eV

Atoms and positions in Å:
H (-0.042, -2.121, -0.487)
C (1.479, 0.269, 0.956)
H (2.594, -2.342, -0.178)
H (-0.463, -1.609, 1.079)
C (0.403, -1.836, 0.478)
H (-2.107, 1.744, -2.186)
H (2.237, -1.400, -1.633)
N (1.387, -0.818, 0.319)
H (-2.863, -0.344, 0.049)
C (2.444, -1.354, -0.478)
H (-0.113, 2.832, 1.061)
H (-2.520, -0.078, -2.269)
C (-2.419, 0.804, -1.633)
H (-0.100, 1.755, -0.148)
C (-1.863, 1.527, 0.653)
H (0.945, -2.709, 0.870)
Cl (2.593, 1.524, 0.852)
H (-2.631, 1.844, 1.319)
C (-0.692, 2.137, 0.539)
C (-2.330, 0.564, -0.346)
H (3.427, -0.837, -0.468)
H (0.635, 0.449, 1.653)

So, what does the natural (NBO) scheme give us? The charges, in e, come out as: number 1, H, carries 0.255; number 2, C, carries 0.196; number 3, H, carries 0.234; number 4, H, carries 0.252; number 5, C, carries -0.430; number 6, H, carries 0.216; number 7, H, carries 0.260; number 8, N, carries -0.275; number 9, H, carries 0.217; number 10, C, carries -0.460; number 11, H, carries 0.213; number 12, H, carries 0.205; number 13, C, carries -0.348; number 14, H, carries 0.153; number 15, C, carries -0.189; number 16, H, carries 0.237; number 17, Cl, carries 0.190; number 18, H, carries 0.222; number 19, C, carries -0.397; number 20, C, carries -0.273; number 21, H, carries 0.257; number 22, H, carries 0.265


(3)
Entry from the OMol25 dataset: a molecular structure, C9H4Cl2GaN2O3V (wB97M-V/def2-TZVPD).

Summary:
Total charge = +4
HOMO energy (alpha / beta) = -21.96 / -22.00 eV
<S²> = 2.0432
Spin multiplicity = 3
Kohn-Sham gap (alpha / beta) = 3.70 / 3.74 eV

Atoms and positions in Å:
C (0.639, 0.548, -4.052)
C (-1.225, 1.308, 2.975)
C (-0.851, -0.320, 4.773)
Ga (0.196, -1.254, -3.723)
H (-0.892, -0.616, 5.855)
C (-1.298, 0.939, 4.320)
O (2.086, 1.609, -0.800)
Cl (-2.162, 2.655, -0.408)
O (-0.110, -4.395, -3.731)
N (-0.719, 0.425, 2.059)
H (-1.535, 2.266, 2.581)
C (1.061, 1.408, -0.248)
C (-0.300, -1.177, 3.818)
O (0.768, 1.713, -3.963)
Cl (-0.781, -2.273, -1.987)
H (0.129, -1.401, 1.644)
C (0.081, -3.263, -3.867)
H (-1.692, 1.639, 5.077)
V (-0.604, 1.458, 0.462)
C (0.190, -2.476, 4.170)
N (0.549, -3.543, 4.523)
C (-0.246, -0.785, 2.455)

So, what does the natural (NBO) scheme give us? The charges, in e, come out as: number 1, C, carries 0.481; number 2, C, carries 0.021; number 3, C, carries 0.020; number 4, Ga, carries 1.556; number 5, H, carries 0.326; number 6, C, carries -0.166; number 7, O, carries -0.194; number 8, Cl, carries -0.076; number 9, O, carries -0.155; number 10, N, carries -0.557; number 11, H, carries 0.245; number 12, C, carries 0.425; number 13, C, carries -0.088; number 14, O, carries -0.072; number 15, Cl, carries -0.215; number 16, H, carries 0.236; number 17, C, carries 0.406; number 18, H, carries 0.314; number 19, V, carries 1.280; number 20, C, carries 0.147; number 21, N, carries -0.033; number 22, C, carries 0.099


(4)
Entry from the OMol25 dataset: a single C6H7NO molecule (wB97M-V/def2-TZVPD).

Summary:
HOMO energy = -9.90 eV
SMILES = CC1=CC(=O)N=C1C
Kohn-Sham gap = 9.06 eV

Atoms and positions in Å:
H (2.283, -1.371, 0.989)
C (0.549, 0.751, -0.043)
C (0.490, -0.697, -0.019)
O (-2.760, 0.026, -0.095)
C (1.831, 1.507, -0.041)
H (2.482, 1.221, 0.871)
H (1.707, 2.674, 0.030)
N (-0.676, -1.227, 0.035)
H (1.666, -2.689, -0.034)
C (1.802, -1.539, -0.033)
H (2.525, -1.188, -0.796)
C (-0.694, 1.100, 0.029)
H (-0.952, 2.207, 0.222)
H (2.663, 1.269, -0.758)
C (-1.573, -0.079, 0.104)

So, what does the natural (NBO) scheme give us? The charges, in e, come out as: number 1, H, carries 0.234; number 2, C, carries -0.086; number 3, C, carries 0.331; number 4, O, carries -0.458; number 5, C, carries -0.665; number 6, H, carries 0.235; number 7, H, carries 0.239; number 8, N, carries -0.488; number 9, H, carries 0.253; number 10, C, carries -0.679; number 11, H, carries 0.230; number 12, C, carries -0.250; number 13, H, carries 0.227; number 14, H, carries 0.243; number 15, C, carries 0.635


Please write out number 4 again, unchanged.
Entry from the OMol25 dataset: a single C6H7NO molecule (wB97M-V/def2-TZVPD).

Summary:
HOMO energy = -9.90 eV
SMILES = CC1=CC(=O)N=C1C
Kohn-Sham gap = 9.06 eV

Atoms and positions in Å:
H (2.283, -1.371, 0.989)
C (0.549, 0.751, -0.043)
C (0.490, -0.697, -0.019)
O (-2.760, 0.026, -0.095)
C (1.831, 1.507, -0.041)
H (2.482, 1.221, 0.871)
H (1.707, 2.674, 0.030)
N (-0.676, -1.227, 0.035)
H (1.666, -2.689, -0.034)
C (1.802, -1.539, -0.033)
H (2.525, -1.188, -0.796)
C (-0.694, 1.100, 0.029)
H (-0.952, 2.207, 0.222)
H (2.663, 1.269, -0.758)
C (-1.573, -0.079, 0.104)

So, what does the natural (NBO) scheme give us? The charges, in e, come out as: number 1, H, carries 0.234; number 2, C, carries -0.086; number 3, C, carries 0.331; number 4, O, carries -0.458; number 5, C, carries -0.665; number 6, H, carries 0.235; number 7, H, carries 0.239; number 8, N, carries -0.488; number 9, H, carries 0.253; number 10, C, carries -0.679; number 11, H, carries 0.230; number 12, C, carries -0.250; number 13, H, carries 0.227; number 14, H, carries 0.243; number 15, C, carries 0.635


What is the formula in the fourth record? C6H7NO